Entry i
{
  "formula": "C3H5NOS",
  "method": "ωB97M-V/def2-TZVPD",
  "symbols": ["C", "C", "C", "N", "O", "S", "H", "H", "H", "H", "H"],
  "positions_angstrom": [[-1.58675, -0.06683, 0.31493], [-0.19591, -0.17015, 0.24549], [1.85801, 0.92940, 0.06228], [0.60959, 0.91678, 0.16914], [4.32497, -0.28890, 0.20664], [2.90124, -0.57543, -0.08256], [-2.09810, -0.99420, 0.44889], [-2.08472, 0.98304, 0.15621], [3.05302, -0.46927, -1.51753], [0.32400, -1.19500, 0.33448], [2.28356, 1.90414, -0.09473]],
  "lowdin_charge": [0.06, -0.28, -0.33, -0.04, -0.63, 0.87, 0.03, 0.10, 0.03, 0.10, 0.09],
  "e_lumo_ev": -0.449,
  "molar_mass_g_mol": 103.146,
  "charge": 0,
  "gap_ha": 0.32138
}

Entry ii
{
  "formula": "C3H5NOS",
  "method": "ωB97M-V/def2-TZVPD",
  "symbols": ["C", "C", "C", "H", "H", "H", "H", "H", "N", "O", "S"],
  "positions_angstrom": [[-1.83313, 0.08445, 0.75159], [-0.43839, 0.33296, 0.01275], [2.18602, -0.37731, -0.47789], [-2.63555, -0.00150, -0.26009], [-1.77823, 1.07733, 1.50964], [-1.95468, -1.03511, 1.27696], [0.46863, 0.80505, 0.37775], [3.31916, -0.32786, -0.75879], [-0.37293, -0.14735, -1.21407], [1.81152, -0.94001, 0.49761], [1.22757, 0.52933, -1.71546]],
  "lowdin_charge": [-0.11, -0.39, -0.61, 0.13, 0.11, 0.11, 0.05, 0.10, -0.24, -0.02, 0.86],
  "e_lumo_ev": 0.471,
  "molar_mass_g_mol": 103.146,
  "charge": 0,
  "gap_ha": 0.36943
}

Most favorable first, least favorable last: entry ii, entry i